Entry 1:
Here is C30H47AsBN3O2RhS2Si2 as an isolated structure from the Open Molecules 2025 dataset. Energies are from wB97M-V/def2-TZVPD.

Structure (XYZ):
```
89
Properties=species:S:1:pos:R:3:forces:R:3:lowdin_charge:R:1
Rh 13.416722 10.510132 10.002738 0.34 -0.89 0.13 0.508
C 21.722039 12.271201 11.365719 -0.65 -1.56 0.44 -0.033
C 20.785843 11.154835 11.985347 1.30 0.62 1.03 -0.537
C 20.217715 11.641534 13.363230 0.90 0.16 0.19 -0.059
C 21.625774 9.892510 12.245937 0.39 -1.07 -0.83 -0.053
C 19.690778 10.782549 11.052166 0.17 0.47 -0.45 -0.206
C 19.880083 10.789943 9.676201 -0.99 -0.39 -0.60 -0.016
C 18.842155 10.394593 8.804876 -0.05 0.34 0.21 0.036
C 17.621309 10.091394 9.406654 -1.28 0.03 -1.27 -0.162
O 16.361836 9.772032 8.815165 -0.18 -0.30 0.83 0.055
B 15.423657 9.487753 9.899789 3.20 0.11 0.10 -0.880
O 16.154810 9.829515 11.145125 -0.69 -0.64 -1.25 0.035
C 17.452812 10.143163 10.770221 -1.60 -0.62 -0.51 -0.211
C 18.468438 10.431439 11.595250 0.61 0.09 1.43 0.045
H 22.488440 12.523311 12.082509 0.22 0.16 0.23 0.076
H 21.120199 13.129387 11.142390 -0.21 0.63 -0.19 0.077
H 22.215641 11.912644 10.456875 -0.10 0.12 0.18 0.072
H 20.977900 12.147614 14.026696 -0.53 -0.60 -0.91 0.103
H 19.833552 10.784492 13.927084 0.12 0.17 0.02 0.074
H 19.393182 12.335596 13.229885 -0.08 0.20 -0.06 0.072
H 22.391781 10.118735 12.991757 0.09 -0.15 -0.12 0.081
H 22.118410 9.567397 11.274307 -0.40 0.37 1.18 0.105
H 21.046712 8.988573 12.603664 0.33 1.16 -0.30 0.104
H 20.797069 11.121316 9.210052 0.08 -0.13 0.21 0.107
H 19.055987 10.420138 7.727330 -0.57 -0.19 0.53 0.127
H 18.372184 10.374938 12.675706 -0.32 0.07 -0.33 0.125
N 14.475059 12.131994 9.633335 1.44 2.70 -0.47 -0.453
S 13.623749 13.495922 9.939950 0.18 -0.73 -1.07 1.066
C 14.697109 14.748306 10.500101 1.56 1.14 0.82 -0.438
C 15.972328 14.459447 11.014525 -0.67 -0.27 -0.17 -0.059
C 16.708370 15.405778 11.719265 -0.62 0.73 -0.27 -0.047
C 16.230738 16.729613 11.750001 0.88 0.20 0.15 -0.056
C 15.032626 17.065736 11.127270 -0.32 0.05 -0.41 -0.057
C 14.258870 16.057379 10.566854 0.02 0.19 0.08 -0.106
C 13.212202 14.042934 8.270475 -0.74 -0.29 1.02 -0.408
C 14.012626 14.870168 7.554084 -0.44 0.48 -1.98 -0.064
C 13.625807 15.086019 6.199029 -0.20 -0.44 0.36 -0.036
C 12.444784 14.526632 5.646278 1.00 0.08 0.79 -0.037
C 11.663658 13.655646 6.447615 1.09 1.31 -0.31 -0.057
C 12.053494 13.466189 7.759833 -1.02 -0.93 1.31 -0.110
H 15.237900 12.304397 8.936029 -0.88 -0.38 0.73 0.074
H 16.321019 13.479476 10.781049 0.52 -0.71 0.49 0.088
H 17.641550 15.187805 12.242322 -0.25 -0.18 -0.48 0.114
H 16.908859 17.478671 12.200284 -0.79 -0.33 -0.22 0.121
H 14.611555 18.072499 10.958212 0.75 -0.43 0.67 0.125
H 13.335446 16.350005 10.126223 -0.74 0.05 -0.27 0.110
H 14.841250 15.386509 8.010183 0.31 -0.07 -0.20 0.113
H 14.316272 15.648604 5.579798 -0.35 0.22 -0.03 0.107
H 12.168244 14.801678 4.614545 0.14 -0.43 0.66 0.118
H 10.787512 13.217225 6.030062 -0.58 -0.28 -0.02 0.096
H 11.436882 12.894438 8.525132 0.64 0.45 -1.38 0.091
C 12.643395 6.336441 13.063454 -1.34 -0.26 -0.55 -0.099
N 13.179938 6.711023 11.768591 -1.19 -2.92 -0.82 -0.113
C 13.741724 7.905239 11.497948 0.39 -0.36 -1.31 -0.816
N 13.974401 8.749137 12.529438 0.05 1.58 1.09 0.082
S 14.123934 8.130701 9.825724 0.48 1.14 0.21 1.000
H 11.989503 5.437806 12.967645 0.44 0.75 -0.14 0.102
H 12.017166 7.143775 13.523254 0.41 -0.51 -0.38 0.083
H 13.411800 6.044962 13.749941 0.62 -0.01 0.59 0.072
H 13.047278 6.107309 10.934945 -0.07 0.47 1.48 0.125
H 13.731679 8.301106 13.425762 0.76 1.04 -0.59 0.097
H 14.789962 9.363449 12.416535 -0.26 -0.69 0.86 0.076
C 9.283706 7.758215 8.723067 0.27 -1.14 0.58 -0.241
Si 10.143131 9.322605 8.202438 -1.41 0.82 -0.41 0.215
C 8.866770 10.631837 7.612078 0.19 -0.53 0.25 -0.212
C 11.422281 9.053436 6.903123 0.78 -0.06 -0.20 -0.227
As 11.137413 10.112349 10.129234 -0.57 -0.54 -0.13 0.822
Si 9.751306 10.393722 11.953668 -0.32 1.33 1.26 0.232
C 8.425021 11.721572 11.707387 1.21 -0.53 -0.81 -0.209
C 10.859866 11.076833 13.348052 0.13 -1.01 -0.48 -0.221
C 8.944323 8.812351 12.436800 -0.18 -1.53 -0.33 -0.217
H 8.263612 7.915310 9.121172 0.47 -0.01 -0.25 0.037
H 9.901108 7.310830 9.560048 -0.67 0.25 -0.87 0.029
H 9.242800 7.003439 7.904607 -0.05 0.50 0.51 0.046
H 8.497944 10.314910 6.622995 0.17 0.33 0.17 0.034
H 9.277228 11.657368 7.584732 -0.22 -0.47 -0.15 0.009
H 7.992154 10.617797 8.282106 0.31 0.12 -0.11 0.026
H 10.965248 8.962731 5.908755 0.02 -0.27 0.25 0.043
H 12.048462 8.172546 7.137297 -0.31 0.31 -0.27 0.035
H 12.101965 9.911146 6.823963 -0.05 -0.05 0.13 0.022
H 8.253217 12.149065 12.679165 -0.21 0.31 0.36 0.021
H 7.514076 11.306555 11.306076 -0.34 0.13 -0.30 0.023
H 8.887776 12.461882 11.033669 -0.59 0.01 0.24 0.027
H 11.804359 11.424515 12.867911 -0.52 -0.09 0.82 0.005
H 11.035029 10.186555 13.999315 0.33 0.80 -0.31 0.030
H 10.350117 11.846024 13.946256 0.33 -0.13 -0.32 0.030
H 8.777295 8.165962 11.557019 -0.26 0.43 0.08 0.009
H 7.954741 9.027984 12.876113 0.46 -0.21 0.04 0.050
H 9.538761 8.121607 13.066433 -0.27 0.70 0.12 0.033
```
Forces are in eV/Å.

Values from the calculation:
E = -142380.2767 eV
2S+1 = 5
relative energy (zero: lowest compared OMol25 entry of this formula, charge and spin) = 154.25 kJ/mol
E_LUMO (alpha / beta) = -2.125 / -4.276 eV
frontier orbital gap (alpha / beta) = 4.8 / 5.9 eV
HOMO energy (alpha / beta) = -0.2545 / -0.3742 hartree
⟨S²⟩ = 6.02
largest force on an atom = 3.26 eV Å⁻¹
total charge = +1


Entry 2:
Here is C30H47BrCl2LaN3O6Si as an isolated structure from the Open Molecules 2025 dataset. Energies are from wB97M-V/def2-TZVPD.

Structure (XYZ):
```
91
Properties=species:S:1:pos:R:3:forces:R:3:lowdin_charge:R:1
C 3.951169 0.967106 -5.440167 0.29 -0.01 0.56 -0.049
C 3.954336 -0.261037 -6.303173 0.76 -0.85 -1.30 -0.251
H 4.889858 1.014102 -4.863627 -0.21 0.08 -0.10 0.072
H 3.139748 0.874833 -4.704310 0.16 0.26 -0.23 0.060
H 3.872981 1.919183 -6.019217 -0.08 -0.76 0.33 0.094
C 4.925816 -0.495494 -7.211877 -0.68 0.11 0.12 -0.143
C 6.244169 0.202394 -7.268890 0.26 0.36 -0.20 -0.104
H 4.796008 -1.231699 -8.020731 -0.04 0.15 0.85 0.107
H 6.664797 0.375273 -6.264321 -0.17 0.02 -0.33 0.072
H 6.161360 1.168157 -7.792587 0.22 -0.11 0.15 0.074
H 6.950958 -0.429261 -7.831842 -0.14 0.35 0.22 0.072
La 0.362433 -0.163292 -2.172815 -0.08 -0.07 -0.19 1.928
Cl -0.415652 -0.506774 -4.699196 -0.18 0.09 -0.12 -0.137
C -1.731901 -2.557490 -2.381330 0.51 0.09 0.41 -0.319
O -0.832628 -2.152015 -1.578068 -0.80 -0.94 -0.79 -0.261
N -1.955915 -3.841820 -2.629575 0.33 0.49 -0.14 -0.142
C -0.997288 -4.811592 -2.099060 0.20 0.02 0.30 -0.010
C -2.931127 -4.299352 -3.627284 -0.15 0.31 -0.19 -0.017
H -2.316243 -1.783362 -2.886252 -0.41 -0.42 -0.14 0.112
H -0.896266 -4.646582 -1.024195 0.04 -0.09 -0.10 0.093
H -0.006429 -4.694692 -2.562100 -0.36 -0.01 0.01 0.078
H -1.381709 -5.814379 -2.280418 0.09 0.10 0.01 0.091
H -3.868069 -3.737564 -3.518125 0.29 -0.11 -0.06 0.095
H -3.141378 -5.357740 -3.439411 0.05 0.31 -0.06 0.088
H -2.556567 -4.177866 -4.658907 -0.03 -0.08 0.48 0.106
H -2.674402 -2.009580 2.314419 0.33 0.15 -0.02 0.079
H -3.288794 0.208544 3.134121 0.31 0.04 -0.11 0.087
C -1.605077 -1.753870 2.374050 0.06 -0.12 0.18 -0.039
C -2.235162 0.520804 3.163930 0.20 0.19 0.04 -0.044
N -1.430150 -0.310857 2.277998 0.03 0.18 -0.38 -0.183
H -1.059815 -2.224372 1.549892 -0.16 0.08 0.26 0.088
C -0.653651 0.205613 1.317852 0.48 -0.74 -0.82 -0.292
O -0.012191 -0.503258 0.494583 -0.59 1.14 0.97 -0.147
H -2.168814 1.564988 2.834267 -0.04 -0.23 0.12 0.091
H -0.606632 1.316542 1.252062 -0.15 -0.59 0.19 0.148
H -1.211085 -2.095322 3.343602 -0.11 -0.03 -0.30 0.099
H -1.873650 0.443349 4.200449 -0.11 0.01 -0.27 0.096
H 4.578816 1.877047 1.878793 0.03 -0.27 -0.27 0.097
H 5.147603 0.846334 -1.603228 0.05 -0.30 0.07 0.104
C 4.616406 0.802812 1.639160 -0.27 0.20 0.28 -0.026
C 5.243816 0.170408 -0.746166 0.12 0.02 -0.28 -0.003
N 4.232971 0.523335 0.249159 -0.54 0.18 -0.05 -0.151
H 3.936791 0.289366 2.332440 0.25 0.04 -0.21 0.094
C 2.966391 0.643511 -0.128641 0.01 -0.31 -1.11 -0.259
O 2.550485 0.444494 -1.314356 1.01 0.53 1.89 -0.227
H 5.112766 -0.866213 -1.077097 0.06 0.27 -0.04 0.086
H 2.270175 0.925957 0.667925 -0.01 -0.03 -0.06 0.141
H 5.638473 0.464027 1.820259 -0.27 -0.09 -0.12 0.090
H 6.233260 0.291647 -0.305002 -0.14 -0.02 -0.04 0.091
O 2.598951 -1.563044 -4.754035 0.85 -1.00 -0.08 -0.336
C 2.787111 -1.244759 -6.139711 -0.07 0.79 0.43 -0.335
C 4.056042 -3.275107 -7.071417 -0.15 -0.33 -0.27 -0.103
C 2.900433 -2.485030 -7.019029 -0.07 0.82 -0.09 -0.218
H 4.943734 -2.990279 -6.499466 -0.48 -0.25 -0.15 0.069
C 4.073923 -4.420785 -7.878374 -0.22 0.24 0.21 -0.070
H 1.897915 -0.651895 -6.421471 -0.06 -0.52 -0.07 0.108
C 1.805056 -2.773915 -7.827777 0.35 -0.41 -0.21 -0.045
H 4.952162 -5.077234 -7.850683 -0.41 0.26 -0.12 0.108
C 2.969260 -4.715453 -8.685158 0.20 -0.09 0.16 -0.096
C 1.858041 -3.865954 -8.689972 -0.01 -0.15 0.04 -0.091
H 0.914909 -2.152756 -7.742197 0.17 -0.10 -0.16 0.118
H 2.977882 -5.633416 -9.282333 -0.04 0.44 0.07 0.097
H 1.024039 -4.066185 -9.359229 0.09 -0.07 0.17 0.096
Si 3.186048 -3.165573 -4.114546 -2.08 -1.29 -1.01 0.015
Cl 5.176448 -2.459393 -4.032416 2.07 1.17 0.24 0.352
C 3.942796 -4.980658 -4.363646 0.71 -0.02 0.08 -0.270
C 1.563640 -4.100337 -4.780515 -0.88 0.90 0.27 -0.200
C 2.835103 -2.736648 -2.292291 0.00 -0.14 0.06 -0.209
H 3.287018 -5.694841 -4.895428 0.35 0.46 0.21 0.012
H 4.004523 -5.314112 -3.316133 0.21 -0.22 -0.05 0.009
H 4.954763 -5.028989 -4.804648 -0.35 -0.03 0.34 -0.005
H 3.372579 -1.809800 -2.025955 -0.37 -0.44 -0.17 -0.021
H 3.132969 -3.537029 -1.601461 -0.07 0.17 -0.09 0.039
H 1.750412 -2.615381 -2.193829 -0.21 0.01 0.23 -0.029
H 1.605322 -4.376344 -5.848188 0.23 0.10 0.48 0.019
H 0.708678 -3.421687 -4.677854 -0.42 -0.09 -0.02 -0.010
H 1.368295 -5.036833 -4.232238 0.08 0.26 0.03 0.010
Br -3.957337 -0.322794 -0.060677 -0.26 0.44 0.24 0.851
C -3.809466 1.573721 0.182124 -0.01 0.41 -0.20 -0.561
C -4.741456 2.232985 0.986260 0.09 -0.21 -0.13 -0.125
C -4.643271 3.606448 1.202505 0.11 -0.35 -0.34 -0.072
C -3.572149 4.306541 0.663731 0.06 0.03 0.10 -0.071
C -2.621823 3.644182 -0.096492 -0.06 -0.07 -0.24 -0.014
C -2.765174 2.294332 -0.415771 -0.13 -0.64 0.57 -0.174
C -1.729735 1.609324 -1.259405 0.83 0.07 -1.02 -0.648
O -0.499920 1.964474 -1.059985 -1.20 -0.62 -0.43 -0.182
O -2.064709 0.745012 -2.131664 0.77 0.97 1.43 -0.184
H -5.545512 1.660903 1.428372 -0.04 0.02 0.00 0.099
H -5.413060 4.124352 1.758873 0.05 -0.07 0.11 0.107
H -3.466917 5.369087 0.845620 -0.01 -0.05 0.00 0.107
H -1.757791 4.168583 -0.483014 -0.04 0.01 -0.06 0.123
```
Forces are in eV/Å.

Values from the calculation:
E = -152458.6383 eV
2S+1 = 1
relative energy (zero: lowest compared OMol25 entry of this formula, charge and spin) = 17.39 kJ/mol
E_LUMO = -0.155 eV
frontier orbital gap = 6.2 eV
HOMO energy = -0.2345 hartree
largest force on an atom = 2.65 eV Å⁻¹
total charge = 0